1.
The following is a quantum chemistry calculation of a 6-piece molecular cluster, C52H54BrF7N2O2S overall at a distorted geometry, from OMol25.

Calculated values
**M**: 983.97 g mol⁻¹
**HOMO-LUMO gap**: 8.690 eV
**Total charge**: 0
**Energy relative to the best compared isomer or geometry (same formula, charge and spin)**: 0.0 kJ/mol
**Total energy**: -161768.973 eV
**HOMO level**: -9.2 eV

Cartesian coordinates (Å):
C: 0.78 5.82 5.18
C: 1.85 4.86 5.84
C: 2.68 3.91 4.94
Br: 4.06 3.06 6.15
C: 2.06 2.93 3.87
C: 1.45 3.90 2.79
N: 0.92 4.62 2.07
C: 3.37 2.41 3.06
C: 3.10 1.76 1.67
C: 3.07 2.57 0.42
C: 2.87 2.02 -0.92
C: 2.68 0.58 -1.12
C: 2.74 -0.28 0.07
C: 2.58 -1.85 -0.04
C: 2.94 0.30 1.42
C: 1.08 1.77 4.30
C: 1.94 0.45 4.48
N: 2.70 -0.37 4.71
C: 0.05 1.36 3.11
C: -0.19 -0.22 3.01
C: -1.29 2.20 3.09
C: -1.65 2.50 1.54
S: 0.22 1.91 5.93
O: -0.66 3.09 6.00
O: 1.13 1.99 7.08
C: -0.91 0.51 6.43
F: -1.97 0.27 5.56
F: -1.58 1.07 7.54
C: -0.30 -0.83 6.97
F: -0.62 -1.91 6.14
F: 1.06 -0.89 7.13
C: -0.88 -1.31 8.40
F: -0.34 -2.59 8.56
F: -2.23 -1.49 8.39
F: -0.40 -0.59 9.45
H: -0.01 5.26 4.59
H: 1.22 6.64 4.54
H: 0.20 6.32 6.02
H: 2.61 5.58 6.28
H: 1.36 4.44 6.75
H: 3.34 4.62 4.34
H: 3.99 3.33 2.81
H: 4.05 1.76 3.65
H: 3.22 3.69 0.50
H: 2.85 2.67 -1.84
H: 2.51 0.07 -2.10
H: 2.94 -2.26 -1.01
H: 3.17 -2.25 0.84
H: 1.49 -2.06 0.17
H: 2.99 -0.43 2.26
H: 0.51 1.56 2.09
H: -1.11 -0.33 2.35
H: -0.42 -0.73 3.97
H: 0.63 -0.74 2.43
H: -1.14 3.23 3.52
H: -2.19 1.68 3.49
H: -2.78 2.61 1.49
H: -1.24 3.48 1.19
H: -1.38 1.62 0.90
C: 0.67 -4.91 -1.92
C: -0.23 -4.41 -0.99
C: -0.65 -5.21 0.07
C: -0.16 -6.51 0.19
C: 0.74 -7.00 -0.74
C: 1.16 -6.20 -1.80
H: 1.00 -4.28 -2.74
H: -0.61 -3.40 -1.09
H: -1.35 -4.82 0.80
H: -0.48 -7.13 1.02
H: 1.12 -8.02 -0.65
H: 1.86 -6.59 -2.53
C: -5.02 4.56 -0.51
C: -5.44 4.31 0.79
C: -6.62 3.61 1.02
C: -7.38 3.16 -0.05
C: -6.97 3.42 -1.35
C: -5.79 4.11 -1.58
H: -4.10 5.09 -0.70
H: -4.84 4.66 1.62
H: -6.94 3.41 2.04
H: -8.30 2.61 0.13
H: -7.57 3.07 -2.19
H: -5.47 4.31 -2.60
C: -2.34 6.05 -6.38
C: -2.60 4.90 -7.11
C: -3.10 3.77 -6.47
C: -3.35 3.80 -5.10
C: -3.08 4.95 -4.37
C: -2.58 6.08 -5.01
H: -1.96 6.94 -6.87
H: -2.40 4.88 -8.17
H: -3.30 2.87 -7.04
H: -3.74 2.92 -4.61
H: -3.27 4.96 -3.30
H: -2.38 6.98 -4.44
C: 1.67 -1.30 -4.96
C: 0.76 -1.99 -5.75
C: 0.38 -1.49 -6.99
C: 0.91 -0.29 -7.44
C: 1.81 0.41 -6.66
C: 2.19 -0.09 -5.42
H: 1.97 -1.69 -4.00
H: 0.34 -2.93 -5.39
H: -0.33 -2.04 -7.60
H: 0.61 0.10 -8.41
H: 2.22 1.35 -7.01
H: 2.90 0.46 -4.81
C: 3.00 -9.24 -5.65
C: 2.09 -8.75 -4.72
C: 1.68 -9.55 -3.66
C: 2.16 -10.84 -3.54
C: 3.06 -11.34 -4.47
C: 3.48 -10.54 -5.53
H: 3.32 -8.61 -6.47
H: 1.71 -7.74 -4.82
H: 0.97 -9.16 -2.93
H: 1.84 -11.47 -2.71
H: 3.44 -12.35 -4.38
H: 4.18 -10.92 -6.26

***

2.
The following is a quantum chemistry calculation of C20H17N5O4Pd as an isolated structure at a distorted geometry, from OMol25.

Calculated values
**M**: 497.81 g mol⁻¹
**HOMO-LUMO gap (spin up / spin down)**: 5.250 / 5.277 eV
**Total charge**: +2
**Energy relative to the best compared isomer or geometry (same formula, charge and spin)**: 244.1 kJ/mol
**Total energy**: -40119.792 eV
**HOMO level (spin up / spin down)**: -14.4 / -14.4 eV

Cartesian coordinates (Å):
Pd: 0.35 0.16 -0.23
O: 1.21 -3.92 -0.92
C: 1.18 -2.72 -0.88
N: 0.04 -1.95 -0.77
C: -1.22 -2.40 -0.84
C: -1.65 -3.74 -0.87
C: -2.98 -4.04 -0.90
C: -3.96 -3.03 -0.92
C: -3.59 -1.71 -0.92
C: -2.23 -1.35 -0.87
N: -1.74 -0.09 -0.84
C: -2.52 1.02 -0.86
O: -3.73 1.07 -0.82
C: -1.69 2.28 -0.91
C: -2.35 3.50 -0.97
C: -1.58 4.65 -0.98
C: -0.19 4.54 -0.98
C: 0.38 3.27 -0.96
N: -0.36 2.17 -0.91
C: 2.41 -1.87 -0.95
C: 3.65 -2.50 -0.90
C: 4.80 -1.73 -0.99
C: 4.66 -0.36 -1.17
C: 3.39 0.19 -1.23
N: 2.29 -0.55 -1.10
H: -0.89 -4.51 -0.88
H: -3.30 -5.07 -0.94
H: -5.01 -3.29 -0.95
H: -4.33 -0.92 -1.00
H: -3.43 3.52 -1.01
H: -2.05 5.62 -0.99
H: 0.43 5.41 -1.02
H: 1.46 3.14 -1.03
H: 3.68 -3.58 -0.80
H: 5.77 -2.18 -0.92
H: 5.53 0.27 -1.28
H: 3.26 1.25 -1.41
N: -0.29 1.10 4.34
C: 1.06 0.97 3.74
C: 0.81 0.72 2.23
O: 1.75 0.63 1.44
O: -0.41 0.62 1.92
H: -0.48 0.42 5.09
H: -0.90 0.89 3.47
H: -0.50 2.04 4.69
H: 1.60 0.12 4.15
H: 1.67 1.86 3.87

***

What is the formula in the second record?
C20H17N5O4Pd

***

Which value of total charge does entry 1 give?
0